23
Properties=species:S:1:pos:R:3:mulliken_charge:R:1 method="wB97M-V/def2-TZVPD" charge=+1 e_above_lowest_kcal_mol=101.6 homo_ev=-12.265 gap_ev=8.6 e_lumo_ev=-3.70
C 2.576 -0.069 0.268 -0.74
N 1.572 -0.065 -0.797 0.14
C 1.863 -1.196 -1.763 -1.17
N 0.256 0.081 -0.377 -0.83
C -0.470 -1.045 -0.219 0.53
C -1.755 -1.158 0.285 -0.96
C -2.514 -0.093 0.743 0.63
O -3.453 0.016 1.524 -0.64
N -1.868 1.170 0.333 -0.21
C -1.689 2.190 1.238 0.04
O -2.544 2.403 2.183 -0.43
H 2.144 0.598 1.032 0.33
H 2.683 -1.114 0.470 0.32
H 3.507 0.316 -0.035 0.38
H 1.728 0.806 -1.433 0.40
H 1.066 -1.080 -2.505 0.45
H 2.735 -0.964 -2.222 0.43
H 1.794 -2.137 -1.358 0.48
H -0.020 -2.075 -0.481 0.17
H -2.240 -2.157 0.251 0.35
H -1.175 1.042 -0.295 0.41
H -0.977 3.032 1.193 0.38
H -3.218 1.499 1.965 0.54